Entry from the Open Molecules 2025 dataset: a structure of composition C15H15BiN8O2Se2 at a distorted geometry (ωB97M-V with the def2-TZVPD basis set).

## Properties
HOMO level (hartree): -0.2677
Total charge: 0
Orbital gap (eV): 6.00
M (g/mol): 706.24
Spin multiplicity: 1
Energy relative to the best compared isomer or geometry (same formula, charge and spin) (kJ/mol): 0.0
DFT total energy (a.u.): -6186.5054

Positions of all 43 atoms, in Å:
Bi -0.07 0.37 -0.20
O 1.15 -1.60 1.04
C 0.31 -2.62 1.60
C -0.89 -2.08 2.47
C -1.24 -3.24 3.45
O -2.30 -2.88 4.35
C -0.58 -0.85 3.32
Se 0.18 0.95 2.53
C -2.17 -1.91 1.59
Se -2.05 -1.46 -0.33
H 1.59 -1.11 1.75
H 0.96 -3.30 2.20
H -0.05 -3.22 0.79
H -0.34 -3.49 4.06
H -1.50 -4.13 2.81
H -2.95 -3.59 4.44
H 0.15 -1.09 4.09
H -1.51 -0.49 3.82
H -2.83 -1.20 2.07
H -2.66 -2.91 1.54
N 0.72 0.24 -5.14
C -0.17 0.00 -4.20
N 0.35 0.16 -3.01
C 1.62 0.49 -3.31
N 1.90 0.64 -4.60
C 2.63 0.78 -2.31
C 3.89 1.23 -2.77
N 4.93 1.34 -1.98
C 4.79 0.99 -0.68
C 3.53 0.61 -0.19
N 2.47 0.47 -0.99
H 0.59 0.22 -6.18
H -1.21 -0.25 -4.39
H 4.01 1.64 -3.78
H 5.66 1.01 -0.07
H 3.38 0.30 0.84
N -0.98 2.88 -0.92
C -1.93 3.61 -0.83
C -3.18 4.22 -0.64
C -3.45 5.00 0.48
N -3.70 5.57 1.48
C -4.11 4.34 -1.68
N -4.94 4.35 -2.52